{
  "formula": "C2H8N4O2",
  "method": "ωB97M-V with the def2-TZVPD basis set",
  "species": ["N", "C", "N", "N", "O", "H", "H", "H", "H", "H", "N", "C", "O", "H", "H", "H"],
  "coordinates": [[0.39667, -1.44111, -0.23376], [-0.76224, -1.03539, -0.90495], [0.40382, -1.71552, 1.15724], [-1.78215, -0.66065, -0.09475], [-0.79390, -0.92256, -2.12028], [1.12214, -1.83800, -0.82772], [1.36714, -1.91348, 1.44368], [0.24112, -0.82788, 1.65676], [-2.66719, -0.48072, -0.54396], [-1.73226, -1.01247, 0.85533], [0.53173, 2.54079, -0.46460], [1.00145, 1.54336, 0.32811], [0.72621, 1.44315, 1.51936], [0.56960, 2.46490, -1.47198], [-0.10726, 3.21079, -0.05574], [1.48513, 0.64478, -0.24275]],
  "lowdin_charge": [-0.0542, -0.6480, 0.0158, 0.1687, 0.0111, 0.1458, 0.0920, 0.0590, 0.1119, 0.0882, 0.1216, -0.4226, -0.0347, 0.0997, 0.1074, 0.1382],
  "lumo_energy_ev": 0.8,
  "homo_ev": -8.66,
  "charge": 0,
  "gap_ev": 9.495,
  "total_energy_ev": -12259.1583
}